1.
Here is the molecule C6H7NS in a non-equilibrium geometry from the Open Molecules 2025 dataset. Energies are from wB97M-V/def2-TZVPD.

Kohn-Sham gap, eV: 9.597
Relative energy (zero: lowest compared OMol25 entry of this formula, charge and spin), kcal per mole: 98.8

```
! RIJCOSX wB97M-V def2-TZVPD def2/J DEFGRID3
* xyz 0 1
C -2.22574 -0.49817 -0.38162
C -0.76165 -0.24861 -0.51273
C 0.08434 0.95528 -0.17870
C 1.52001 0.49698 -0.80713
C -0.10002 -0.94219 0.59160
C -0.00593 0.32916 1.39392
H -0.43948 -0.81299 -1.49171
H 0.06388 1.99082 -0.58537
H 1.14802 0.13390 -1.96355
H 2.46588 1.25271 -0.71447
H -0.15771 -2.05435 1.02272
H 0.98054 0.52441 2.10368
H -0.91387 0.85841 1.90659
N -3.36008 -0.74153 -0.27934
S 1.70180 -1.24382 -0.10391
*
```

---

2.
Here is the molecule C6H7NS in a non-equilibrium geometry from the Open Molecules 2025 dataset. Energies are from wB97M-V/def2-TZVPD.

Kohn-Sham gap, eV: 8.022
Relative energy (zero: lowest compared OMol25 entry of this formula, charge and spin), kcal per mole: 74.8

```
! RIJCOSX wB97M-V def2-TZVPD def2/J DEFGRID3
* xyz 0 1
C 2.66115 -0.08125 -0.02340
C 1.16829 -0.02349 0.19291
C 0.19032 -0.96105 0.16819
C -1.06356 -0.25074 0.08066
C -2.25500 -0.81605 0.08481
C -0.65350 1.25907 0.14025
H 3.07872 0.74252 -0.79074
H 3.03330 -1.05159 -0.67789
H 3.12681 -0.00053 1.13602
H 0.36740 -2.12416 -0.01821
H -2.33090 -1.85117 -0.16295
H -2.95420 1.37122 -0.24118
H -1.31454 2.26316 -0.00080
N 0.63193 1.32552 0.06580
S -3.68622 0.19854 0.04655
*
```

---

3.
Here is the ion C6H7O with charge +1 in a non-equilibrium geometry from the Open Molecules 2025 dataset. Energies are from wB97M-V/def2-TZVPD.

Kohn-Sham gap, eV: 8.702
Relative energy (zero: lowest compared OMol25 entry of this formula, charge and spin), kcal per mole: 36.5

```
! RIJCOSX wB97M-V def2-TZVPD def2/J DEFGRID3
* xyz 1 1
C 0.81013 0.96109 1.25308
C 1.33043 -0.07456 2.01915
C 0.09202 0.49677 0.13184
C 0.39651 -1.21523 0.47890
C 0.00822 -2.26410 -0.29348
C -0.71278 1.02488 -0.95692
O 1.12881 -1.30241 1.58668
H 0.78678 2.04142 1.67499
H 1.91922 -0.05772 2.86978
H 0.16588 -3.28522 0.12025
H -0.74737 -2.11511 -1.12124
H -0.27495 1.04792 -1.87078
H -0.98939 2.05656 -0.66084
H -1.60429 0.37619 -1.31759
*
```